1.
19
Properties=species:S:1:pos:R:3 method="wB97M-V/def2-TZVPD" gap_ev=10.768 energy_ev=-9474.3793 smiles=CC[C@@H](O)[C@@H](C)O spin_multiplicity=1 homo_ev=-9.9 relative_energy_ev=0.756
C 2.35 0.23 1.33
C 0.90 0.65 1.07
C 0.32 -0.05 -0.16
O 0.27 -1.45 0.02
C -1.14 0.33 -0.49
C -1.55 -0.16 -1.87
O -1.93 -0.35 0.52
H 2.42 -0.86 1.36
H 3.02 0.59 0.54
H 2.72 0.63 2.28
H 0.28 0.39 1.93
H 0.84 1.74 0.94
H 0.93 0.21 -1.04
H -0.60 -1.50 0.47
H -1.28 1.41 -0.38
H -1.26 -1.21 -1.97
H -2.63 -0.05 -1.98
H -1.08 0.39 -2.69
H -2.60 -0.93 0.13


2.
19
Properties=species:S:1:pos:R:3 method="wB97M-V/def2-TZVPD" gap_ev=10.548 energy_ev=-9473.5057 smiles="CCCC(C)=O.O" spin_multiplicity=1 homo_ev=-9.7 relative_energy_ev=1.630
C 2.08 0.10 1.22
C 0.74 0.84 1.03
C 0.07 0.75 -0.33
C -1.25 0.18 -0.52
C -1.62 -0.05 -1.96
O -2.03 -0.01 0.41
H 1.98 -0.99 1.14
H 2.82 0.42 0.48
H 2.49 0.32 2.22
H 0.03 0.55 1.82
H 0.95 1.90 1.14
H 0.79 0.58 -1.15
H -0.70 1.66 -0.54
H -1.41 -1.12 -2.08
H -2.67 0.13 -2.12
H -1.02 0.49 -2.72
O -0.30 -2.05 0.30
H 0.14 -2.14 1.15
H -1.09 -1.54 0.51